[1]
The following is a quantum chemistry calculation of C43H114BeN9O12 as an isolated structure in a non-equilibrium geometry, from the OMol25 dataset.

Geometry (Å):
1 Be 2.3878 1.9772 0.6714
2 C -2.2389 0.5684 0.1339
3 C -0.8423 0.0172 -0.1919
4 C -0.7810 -0.7648 -1.5566
5 O 0.2455 0.8750 -0.1380
6 H -2.5866 1.3775 -0.5085
7 H -2.3484 1.0764 1.0920
8 H -2.9361 -0.2672 0.0732
9 H -0.6811 -0.7514 0.5640
10 H -0.6580 -0.2118 -2.4878
11 H -1.7349 -1.2883 -1.6207
12 H -0.0252 -1.5438 -1.4572
13 C -1.0483 -6.1962 -2.3255
14 O -0.8914 -6.0333 -0.9076
15 C -0.7833 -4.6839 -0.4675
16 C -0.5878 -4.6183 1.0713
17 N 0.7384 -4.7812 1.5963
18 C 1.2430 -6.1766 1.5752
19 C 2.6165 -6.3392 2.0560
20 O 3.5459 -5.3619 1.4742
21 C 4.8835 -5.7583 1.8375
22 H -0.3247 -5.5569 -2.8314
23 H -1.8914 -5.5786 -2.6351
24 H -1.0521 -7.1988 -2.7531
25 H -1.7405 -4.2465 -0.7512
26 H 0.1270 -4.3903 -0.9903
27 H -1.3129 -5.3409 1.4458
28 H -0.9910 -3.6794 1.4510
29 H 1.4632 -4.1702 1.2476
30 H 1.4166 -6.4948 0.5472
31 H 0.6278 -6.9613 2.0153
32 H 2.9091 -7.3737 1.8762
33 H 2.4629 -6.1934 3.1252
34 H 4.9096 -6.0325 2.8921
35 H 5.5106 -4.8670 1.8143
36 H 5.2447 -6.5686 1.2043
37 C 3.6374 1.7881 4.1256
38 O 3.9103 2.3878 2.8680
39 C 5.3318 2.7215 2.6588
40 C 5.5005 3.0856 1.2417
41 N 4.9193 2.0970 0.3760
42 C 5.1666 2.5474 -0.9893
43 C 4.5057 1.5347 -1.9794
44 O 3.1986 1.5746 -1.6046
45 C 2.3810 1.0233 -2.7046
46 H 3.9072 2.3970 4.9885
47 H 3.9907 0.7572 4.1493
48 H 2.5479 1.8131 4.1025
49 H 5.8982 1.8171 2.8806
50 H 5.6578 3.5007 3.3478
51 H 6.5804 3.0903 1.0934
52 H 5.2230 4.0620 0.8444
53 H 5.2423 1.1576 0.5581
54 H 6.1992 2.6984 -1.3039
55 H 4.6354 3.4772 -1.1929
56 H 5.0109 0.5693 -2.0096
57 H 4.5930 1.9779 -2.9714
58 H 2.5864 -0.0292 -2.9000
59 H 2.6346 1.7009 -3.5199
60 H 1.3169 1.1242 -2.4909
61 C -2.4230 3.2766 -5.5073
62 C -2.0294 3.6842 -4.1262
63 C -2.3057 5.1486 -3.8871
64 O -1.4989 5.9594 -4.6429
65 C -1.1378 7.2249 -4.1042
66 N -2.8689 2.9213 -3.2156
67 H -2.3594 2.1964 -5.3758
68 H -1.6316 3.5162 -6.2175
69 H -3.4242 3.4956 -5.8782
70 H -0.9830 3.4457 -3.9357
71 H -1.8497 5.2248 -2.9000
72 H -3.3630 5.3640 -3.7322
73 H -0.5766 7.7758 -4.8590
74 H -0.4782 7.0178 -3.2615
75 H -1.9454 7.8601 -3.7404
76 H -2.4868 1.9964 -3.3523
77 H -2.4914 3.2645 -2.3439
78 C 0.8520 0.4195 -6.5450
79 C 0.4304 -1.0068 -7.0410
80 C 0.3555 -2.1616 -5.9867
81 O 1.5304 -2.2318 -5.2128
82 C 1.6730 -3.4184 -4.4693
83 N -0.9849 -0.8010 -7.6024
84 H 0.7711 1.3140 -7.1625
85 H 1.8569 0.2594 -6.1544
86 H 0.2395 0.6122 -5.6642
87 H 1.0607 -1.3358 -7.8672
88 H 0.0066 -3.0912 -6.4363
89 H -0.4631 -1.9561 -5.2970
90 H 1.2644 -3.2349 -3.4756
91 H 2.6773 -3.8054 -4.2974
92 H 1.3573 -4.3564 -4.9260
93 H -0.9453 0.1261 -8.0014
94 H -1.0506 -1.3364 -8.4562
95 C -3.1979 4.5402 0.4442
96 C -4.5469 4.0085 -0.0900
97 C -5.1764 3.1451 1.0042
98 O -6.2850 2.4461 0.4760
99 C -6.0104 1.3820 -0.4765
100 N -5.3789 5.1497 -0.4153
101 H -3.2613 5.3896 1.1244
102 H -2.7117 4.9858 -0.4237
103 H -2.6347 3.7498 0.9403
104 H -4.3130 3.3191 -0.9012
105 H -5.6898 3.8017 1.7066
106 H -4.5165 2.4888 1.5715
107 H -5.6026 0.4478 -0.0902
108 H -5.2568 1.7001 -1.1969
109 H -6.9267 1.0884 -0.9888
110 H -6.3168 4.8195 -0.5925
111 H -4.9990 5.4960 -1.2847
112 C -0.6942 2.1050 3.3471
113 C -0.3037 3.3793 2.6185
114 C -0.8854 4.6830 3.2221
115 O -0.4548 4.8986 4.5798
116 C -1.0205 6.1453 5.0146
117 N 1.1352 3.4722 2.5831
118 H -0.4781 2.1319 4.4152
119 H -0.1469 1.2582 2.9329
120 H -1.7494 1.8900 3.1782
121 H -0.7078 3.1838 1.6252
122 H -1.9647 4.7666 3.0950
123 H -0.5626 5.5275 2.6133
124 H -0.9892 6.2674 6.0973
125 H -2.0877 6.2581 4.8233
126 H -0.4692 7.0183 4.6652
127 H 1.3088 4.1717 1.8755
128 H 1.3974 4.0448 3.3727
129 C -4.8171 -4.2848 0.3142
130 C -5.1755 -2.8100 0.1539
131 C -6.5412 -2.6488 -0.5922
132 O -6.3949 -3.1419 -1.9757
133 C -7.5310 -3.5462 -2.6053
134 N -5.0500 -2.1133 1.4193
135 H -5.5440 -4.8499 0.8976
136 H -3.9544 -4.3514 0.9770
137 H -4.5945 -4.6617 -0.6840
138 H -4.4563 -2.3299 -0.5097
139 H -6.8371 -1.6003 -0.5592
140 H -7.3033 -3.2409 -0.0854
141 H -7.6662 -4.6226 -2.4997
142 H -7.3862 -3.2922 -3.6553
143 H -8.4103 -3.0585 -2.1847
144 H -4.2066 -2.4959 1.8222
145 H -4.8797 -1.1469 1.1801
146 C 1.8216 -2.2922 6.7553
147 C 1.8624 -0.8099 6.3325
148 C 1.0326 -0.4989 5.0629
149 O 1.5942 -1.0157 3.8870
150 C 0.7347 -2.0470 3.2653
151 N 1.5285 -0.1227 7.5432
152 H 2.1500 -2.9574 5.9567
153 H 0.7993 -2.6289 6.9277
154 H 2.3858 -2.5945 7.6375
155 H 2.9006 -0.7450 6.0070
156 H 1.0113 0.5869 4.9690
157 H -0.0078 -0.7433 5.2773
158 H -0.2181 -1.6531 2.9117
159 H 0.3677 -2.8025 3.9600
160 H 1.3066 -2.6327 2.5455
161 H 1.2309 0.8395 7.4675
162 H 2.1530 -0.2137 8.3318
163 C 3.1622 -1.6869 -0.8050
164 C 3.2727 -1.7018 0.7404
165 C 4.7737 -1.6851 1.2875
166 O 5.3831 -0.5103 0.8367
167 C 6.8283 -0.4685 0.9516
168 N 2.3749 -0.6411 1.2208
169 H 2.2954 -1.1172 -1.1401
170 H 3.2527 -2.7033 -1.1884
171 H 3.9970 -1.1440 -1.2481
172 H 2.7113 -2.5751 1.0726
173 H 5.3345 -2.3688 0.6502
174 H 4.9003 -1.8272 2.3608
175 H 7.1763 -0.7628 -0.0386
176 H 7.1408 -1.0895 1.7911
177 H 7.1618 0.5527 1.1359
178 H 1.3949 -0.7825 1.0218
179 H 2.2028 -0.8263 2.1987

Atomic forces in eV per Å
Be -0.3 -1.1 -0.4
C -0.1 0.5 -0.3
C 1.9 0.8 -0.9
C -1.2 -0.4 1.2
O -0.1 0.9 0.2
H 0.1 -0.1 -0.8
H 0.5 -0.5 0.5
H -0.3 0.0 0.1
H -0.2 -0.9 0.5
H 0.2 0.4 0.3
H -0.2 -0.4 -0.4
H 0.3 0.1 -0.2
C 0.1 2.7 0.5
O -0.2 -2.3 0.0
C 0.3 -1.2 -0.1
C -0.6 0.4 -1.1
N 0.1 -2.1 1.3
C 0.1 0.6 -3.1
C 0.6 1.1 1.4
O -0.4 -1.7 0.9
C -0.7 0.9 0.4
H 1.1 -0.5 -0.1
H -1.1 -0.7 0.0
H 0.0 0.0 0.8
H 0.3 1.0 -0.2
H -0.1 1.4 -0.1
H 0.4 -0.5 0.4
H 0.1 0.4 -0.3
H -0.3 0.0 -0.4
H -1.0 -0.1 -0.8
H -0.4 0.6 0.3
H 0.4 0.0 -0.1
H 1.3 0.2 0.6
H -0.1 -0.4 0.1
H 0.1 -0.1 -0.6
H 0.1 0.1 0.0
C -1.2 0.5 -0.9
O 2.0 0.7 0.2
C -2.3 -0.6 1.1
C 1.1 -0.2 -0.8
N -0.4 1.4 -1.0
C -0.8 -1.8 -1.3
C 1.9 2.3 0.6
O -2.9 -2.0 -0.6
C 0.0 1.2 0.8
H 0.6 0.0 0.0
H 0.2 0.0 0.3
H -0.1 -0.5 0.3
H 0.2 -0.2 0.0
H -0.1 0.1 0.1
H 0.7 0.1 -0.1
H -0.6 0.2 0.8
H -0.3 0.0 0.0
H 0.5 -0.1 0.4
H 0.0 0.2 0.4
H -0.2 -0.4 0.3
H 0.3 0.0 -0.4
H 0.3 0.1 -0.1
H -0.1 -0.5 -0.6
H 0.2 0.1 0.6
C 1.2 -1.6 -0.6
C -1.5 1.1 -1.4
C 1.7 -0.6 2.9
O -0.2 1.3 -2.2
C 0.4 -0.7 0.3
N 0.5 0.5 0.2
H -0.2 -0.5 -0.9
H -0.3 0.3 -0.3
H 0.1 0.4 0.3
H 0.3 0.3 -0.3
H -0.4 0.4 1.1
H -0.3 0.3 -0.8
H -0.1 -0.2 -0.1
H 0.2 0.2 0.3
H -0.4 -0.2 -0.2
H -0.4 -0.6 0.6
H -0.3 -0.6 1.0
C 0.4 -2.1 1.7
C -1.7 0.9 -0.8
C -0.8 1.7 0.5
O 1.1 -0.8 -0.9
C 0.2 -0.5 0.7
N 1.3 -0.4 0.1
H 0.1 -0.6 -0.6
H 0.2 0.6 -0.1
H -0.1 0.1 0.1
H 0.4 0.0 0.1
H 0.7 -0.3 -0.5
H -0.4 0.5 0.1
H -0.4 -0.5 0.1
H 0.9 1.3 -0.1
H -1.4 0.3 -0.4
H -0.3 0.4 0.2
H -0.3 -0.7 0.0
C -0.4 0.2 -0.6
C 1.5 -0.4 2.3
C -1.2 0.7 -0.5
O -0.6 -1.9 -1.0
C 0.4 0.8 0.2
N 0.1 -0.5 -0.2
H -0.6 -0.1 0.3
H 0.7 -0.3 0.0
H 0.3 0.0 -0.4
H -0.1 0.3 -0.4
H 0.4 0.2 0.3
H 0.4 -0.1 -0.3
H 0.0 0.1 0.9
H -0.2 0.1 -0.3
H -0.1 0.5 0.1
H -0.3 0.0 -0.2
H -0.3 0.4 -0.3
C -0.2 -0.2 0.4
C -1.0 -0.3 1.0
C 0.0 -0.3 -0.5
O -1.1 0.7 -0.5
C 0.3 0.0 0.9
N 0.5 0.8 -0.6
H -0.2 0.2 0.1
H 0.1 0.1 -0.2
H -0.2 0.0 0.3
H 0.3 0.6 -0.3
H -0.4 -0.5 0.6
H 0.6 0.2 -0.2
H 0.4 -0.7 0.2
H 0.0 -0.2 -0.7
H 0.0 -0.1 -0.6
H 0.5 -0.1 -0.8
H 0.4 -0.4 1.0
C 0.3 0.7 0.3
C -0.4 -0.4 -1.3
C 0.7 -0.8 -0.2
O 2.2 1.5 2.7
C -1.0 -0.3 -0.4
N -0.9 -0.1 0.1
H -0.5 0.0 -0.6
H 0.6 0.0 -0.4
H -0.1 -0.5 0.3
H 0.3 -0.4 -0.6
H -0.1 0.1 -0.3
H -0.1 -0.1 0.1
H -0.2 -0.3 -0.1
H -0.5 -0.1 -0.1
H -0.3 0.1 -0.3
H 0.1 0.4 0.4
H 0.1 0.3 0.5
C -0.9 -1.0 -1.1
C 1.3 -2.4 0.2
C -0.1 1.3 1.9
O -1.5 -1.9 -0.2
C 0.1 -0.1 1.2
N -1.1 1.4 0.1
H 0.3 0.1 -0.3
H -0.3 0.3 0.3
H 0.2 0.6 0.1
H 0.4 0.9 -0.1
H 0.1 0.2 -0.1
H -0.2 -0.6 -0.5
H 0.3 0.6 -0.7
H 0.5 0.0 0.7
H -0.1 0.6 0.0
H 0.2 0.1 -0.2
H 0.1 -0.3 -0.4
C 1.3 0.1 0.4
C -1.0 0.2 -0.5
C -1.3 -0.1 -2.1
O 0.8 1.9 0.8
C -1.4 -0.3 -0.3
N 0.9 1.4 1.4
H -0.3 -0.6 0.2
H -0.4 0.0 -0.2
H 0.2 0.1 0.1
H 1.1 -0.9 0.1
H -0.4 -1.5 0.7
H -0.2 -0.2 0.1
H 0.7 -0.4 0.3
H 0.3 -0.2 -0.3
H -0.2 0.1 0.0
H -0.2 0.1 -1.9
H 1.3 0.8 0.7

Properties
Spin multiplicity   2
HOMO (alpha / beta)   -0.183 / -0.242 Eh
E_LUMO (alpha / beta)   0.3926 / 0.3345 eV
Charge   0

[2]
The following is a quantum chemistry calculation of C30H39As3F6PdSb as an isolated structure in a non-equilibrium geometry, from the OMol25 dataset.

Geometry (Å):
1 Pd 0.6145 -0.5964 0.4756
2 C -0.5393 0.9566 3.7589
3 As -0.0782 -0.6858 2.8753
4 C 1.1854 -1.4809 4.0944
5 C -1.7432 -1.6628 3.2139
6 C -2.0049 -2.9891 2.4675
7 C -0.7123 -3.8009 2.2905
8 C -2.6634 -2.7234 1.1040
9 As -1.7056 -1.5978 -0.2045
10 C -1.4494 -2.8410 -1.6653
11 C -3.1894 -0.5662 -0.8704
12 C -2.8973 -3.9326 3.3219
13 As -4.7215 -3.4554 3.7511
14 C -5.9213 -3.6893 2.2826
15 C -4.9614 -1.7113 4.4890
16 H -0.7795 0.7236 4.7914
17 H -1.3887 1.4172 3.2639
18 H 0.3005 1.6416 3.7183
19 H 0.6649 -1.7540 5.0076
20 H 1.9420 -0.7369 4.3260
21 H 1.6613 -2.3539 3.6589
22 H -2.5208 -0.9296 2.9980
23 H -1.7430 -1.8219 4.2918
24 H -0.0101 -3.2564 1.6775
25 H -0.9078 -4.7590 1.7994
26 H -0.2326 -4.0115 3.2486
27 H -3.6202 -2.2188 1.2318
28 H -2.8498 -3.6702 0.5932
29 H -2.4203 -3.2133 -1.9769
30 H -0.8180 -3.6738 -1.3703
31 H -0.9965 -2.3145 -2.4978
32 H -3.9799 -1.2680 -1.1142
33 H -2.8834 -0.0336 -1.7636
34 H -3.5251 0.1518 -0.1302
35 H -2.4253 -4.1204 4.2860
36 H -3.0110 -4.9006 2.8324
37 H -5.5327 -4.4522 1.6137
38 H -6.0192 -2.7236 1.7870
39 H -6.8937 -3.9989 2.6624
40 H -4.2653 -1.5425 5.3050
41 H -5.9836 -1.6369 4.8543
42 H -4.8068 -0.9982 3.6785
43 F 0.4962 2.0328 -0.9332
44 C -0.0834 1.4031 0.0998
45 F 0.1417 2.1790 1.1802
46 F -1.4109 1.4744 -0.1333
47 F 8.7829 0.1973 -3.5503
48 C 7.5643 0.2120 -3.0847
49 C 7.0163 -0.9927 -2.6404
50 C 5.7250 -0.9881 -2.1796
51 C 5.0353 0.2428 -2.0812
52 C 5.5894 1.4370 -2.6089
53 C 6.8766 1.4267 -3.0777
54 Sb 3.1048 0.2896 -1.2739
55 C 2.9695 -1.5704 -0.2102
56 C 3.9391 -1.8947 0.7558
57 C 3.9479 -3.1474 1.3399
58 C 2.9851 -4.0727 0.9554
59 F 2.9920 -5.2702 1.5239
60 C 2.0387 -3.8059 -0.0032
61 C 2.0165 -2.5394 -0.5815
62 C 3.3092 1.7118 0.2688
63 C 3.0493 1.3916 1.5985
64 C 3.1872 2.3572 2.5868
65 C 3.5552 3.6360 2.2173
66 F 3.6752 4.5625 3.1599
67 C 3.7927 3.9896 0.9021
68 C 3.6521 3.0220 -0.0762
69 H 7.6103 -1.8971 -2.6788
70 H 5.2742 -1.9173 -1.8531
71 H 5.0338 2.3681 -2.6177
72 H 7.3632 2.3219 -3.4450
73 H 4.7024 -1.1782 1.0349
74 H 4.7003 -3.4290 2.0694
75 H 1.3566 -4.5913 -0.3111
76 H 1.3595 -2.3649 -1.4171
77 H 2.7748 0.3984 1.8903
78 H 3.0319 2.1369 3.6369
79 H 4.0744 5.0094 0.6621
80 H 3.8012 3.3088 -1.1107

Atomic forces in eV per Å
Pd -1.1 0.0 0.1
C 0.0 0.1 -0.1
As -0.1 -0.1 -0.3
C 0.1 0.0 -0.1
C 0.0 -0.2 -0.1
C 0.1 -0.1 0.0
C -0.2 -0.1 0.1
C 0.2 -0.1 0.2
As 0.5 -0.2 0.2
C 0.0 0.0 0.1
C 0.1 0.1 0.0
C -0.1 0.1 0.0
As -0.1 0.0 0.0
C -0.1 -0.1 0.0
C -0.1 0.0 0.1
H 0.0 0.0 0.2
H 0.0 0.1 0.0
H 0.1 0.1 0.0
H 0.0 0.0 0.1
H 0.1 0.0 0.0
H 0.0 -0.1 0.0
H -0.1 0.0 0.0
H 0.0 0.0 0.1
H 0.3 0.2 -0.3
H 0.0 0.1 0.0
H 0.0 0.0 0.0
H -0.1 0.1 0.1
H -0.1 0.0 0.0
H -0.1 -0.1 -0.1
H 0.1 -0.1 0.0
H 0.1 0.1 -0.2
H -0.2 -0.1 -0.1
H 0.0 0.1 -0.1
H 0.0 0.0 0.1
H 0.1 0.0 0.0
H 0.1 -0.1 -0.1
H 0.0 0.0 -0.1
H 0.0 0.0 -0.1
H 0.0 0.0 0.0
H 0.0 0.0 0.0
H 0.0 0.0 0.0
H 0.0 0.1 0.0
F 0.2 -0.1 -0.4
C -0.1 0.2 0.4
F 0.0 0.0 0.1
F -0.1 -0.1 0.1
F 0.4 0.0 -0.1
C -0.2 0.0 0.1
C 0.1 0.0 -0.1
C -0.2 0.4 0.0
C -0.1 -0.1 -0.4
C -0.2 -0.4 0.3
C 0.1 0.0 -0.1
Sb 0.7 0.1 0.2
C -0.2 0.1 -0.1
C -0.1 0.0 0.1
C 0.1 0.1 0.1
C 0.2 -0.1 0.2
F 0.0 -0.1 0.0
C -0.3 0.0 -0.2
C 0.5 0.1 0.0
C -0.2 0.1 -0.1
C 0.3 0.5 0.0
C 0.0 -0.2 0.0
C 0.0 0.2 0.2
F 0.0 -0.1 -0.1
C 0.0 0.1 -0.3
C 0.0 0.1 0.0
H 0.0 0.1 0.0
H 0.0 0.0 0.0
H 0.0 -0.1 0.0
H 0.0 -0.1 0.0
H 0.0 0.0 0.0
H -0.1 0.0 -0.1
H 0.0 0.1 0.0
H -0.2 0.1 -0.2
H -0.1 -0.5 0.1
H 0.0 0.0 -0.1
H 0.0 -0.1 0.0
H 0.0 0.0 0.1

Properties
Spin multiplicity   5
HOMO (alpha / beta)   -0.581 / -0.586 Eh
E_LUMO (alpha / beta)   -7.2670 / -10.9570 eV
Charge   +3

[3]
The following is a quantum chemistry calculation of one molecule with the formula C3H8O2S in a non-equilibrium geometry, from the OMol25 dataset.

Geometry (Å):
1 C 1.2307 -0.2175 0.6315
2 C 0.6727 0.3260 -0.6223
3 O 0.7059 1.6839 -0.7801
4 C -1.1610 -0.1050 -0.8561
5 O -1.3894 -1.4555 -0.5331
6 S -2.0342 0.8800 0.4160
7 H 1.9230 0.4132 1.2206
8 H 0.3264 -0.3936 1.1709
9 H 1.6569 -1.1859 0.5023
10 H 1.0497 -0.0955 -1.5638
11 H -0.0714 2.0173 -0.3085
12 H -1.3663 0.1696 -1.8447
13 H -2.2990 -1.6949 -0.3878
14 H -3.1846 0.5707 -0.1534

Atomic forces in eV per Å
C -0.3 0.0 0.8
C -2.9 -1.2 -2.7
O -0.3 1.1 0.2
C 3.2 -0.5 3.5
O 1.6 -0.1 -0.8
S 0.4 0.2 -0.4
H -0.5 0.0 -0.7
H -0.4 -0.2 1.4
H 0.5 -0.7 -0.3
H 0.2 -0.2 0.4
H 0.3 0.5 0.0
H -0.5 0.4 -1.4
H -0.6 0.3 0.0
H -0.7 0.3 0.0

Properties
HOMO   -0.350 Eh
E_LUMO   0.5129 eV
Charge   0
Structure (SMILES)   C[C@H](O)[C@@H](O)S

[4]
The following is a quantum chemistry calculation of one molecule with the formula C3H7NO in a non-equilibrium geometry, from the OMol25 dataset.

Geometry (Å):
1 O -1.3992 -0.6972 0.0226
2 C -1.0780 0.6339 -0.0575
3 C 0.4673 0.7950 -0.0218
4 C 1.2967 -0.3244 -0.6553
5 N 1.1461 -0.2699 0.8303
6 H -2.4018 -0.8000 -0.3174
7 H -1.3812 1.1319 0.8414
8 H -1.5503 1.0382 -0.9711
9 H 0.9346 1.7470 0.0531
10 H 0.6797 -1.1621 -1.1097
11 H 2.2633 -0.1514 -1.1296
12 H 0.5105 -0.9641 1.0473

Atomic forces in eV per Å
O -4.0 -2.3 -1.1
C 1.5 1.7 -0.7
C 0.1 -3.7 -0.4
C -1.8 -0.4 0.3
N 2.0 2.9 -2.0
H 3.6 0.2 1.3
H -0.8 0.7 0.4
H 0.4 0.5 0.4
H -0.1 0.7 0.2
H 0.9 1.2 0.3
H -0.2 0.1 0.5
H -1.8 -1.6 0.7

Properties
HOMO   -0.340 Eh
E_LUMO   0.6293 eV
Charge   0
Structure (SMILES)   OC[C@@H]1CN1

[5]
The following is a quantum chemistry calculation of one molecule with the formula C7H12BNO in a non-equilibrium geometry, from the OMol25 dataset.

Geometry (Å):
1 C 2.0089 2.5525 -0.2805
2 C 1.1364 1.8456 0.4884
3 C 0.2856 2.3612 1.5872
4 C -0.9183 1.3784 1.5409
5 C -0.3565 0.2891 0.5990
6 O -1.0582 -0.8591 0.4114
7 B -0.6090 -1.7735 -0.5357
8 C 0.7727 -1.9651 -1.2787
9 C -1.7660 -2.9362 -0.9653
10 N 0.7698 0.5861 0.0629
11 H 2.5189 2.0603 -1.1116
12 H 2.3460 3.5247 -0.1588
13 H 0.6619 2.1447 2.6110
14 H 0.2295 3.4711 1.5395
15 H -1.8231 1.8155 0.9990
16 H -1.3347 0.9363 2.5786
17 H 1.7407 -1.5933 -0.7704
18 H 0.5521 -1.4260 -2.1802
19 H 0.9389 -3.0215 -1.7065
20 H -2.8299 -2.5757 -0.8905
21 H -1.6808 -3.8018 -0.4952
22 H -1.5850 -3.0135 -2.0446

Atomic forces in eV per Å
C -0.6 -2.6 0.2
C 1.9 2.2 -1.9
C -0.2 -0.3 2.0
C -2.3 -0.4 0.1
C 0.6 0.8 1.2
O 0.9 1.0 -0.6
B -1.4 -3.1 -0.2
C 1.4 -1.0 1.0
C -0.3 6.3 -2.1
N -1.3 -1.6 0.1
H -0.4 -0.2 0.3
H 0.1 1.8 0.8
H 0.6 0.2 -0.7
H -0.8 -0.9 -0.1
H 0.9 -0.5 0.8
H 1.2 1.1 -2.4
H -1.8 -0.4 -1.1
H 0.4 0.9 -0.8
H -0.5 1.3 1.1
H 1.0 -0.2 0.2
H 0.6 -4.0 2.0
H 0.0 -0.6 0.1

Properties
HOMO   -0.313 Eh
E_LUMO   0.6223 eV
Charge   0
Structure (SMILES)   C=C1CCC(OB(C)C)=N1

| no. | calculated total energy (eV) |
| --- | --- |
| 1 | -84806.479 |
| 2 | -240551.010 |
| 3 | -18169.064 |
| 4 | -6759.981 |
| 5 | -11667.084 |